Entry 1:
The following is a DFT calculation (ωB97M-V/def2-TZVPD) of the ion CHClNO2S with charge -1 in a non-equilibrium geometry.

CARTESIAN COORDINATES (ANGSTROEM)
1 O 1.20598 1.00507 -0.00014
2 C -0.03648 0.91099 0.00028
3 O -0.92474 1.74213 0.00051
4 N -0.46062 -0.46829 -0.00340
5 S 0.75164 -1.69560 -0.00041
6 Cl -2.10459 -0.90427 0.00191
7 H 1.56880 -0.59002 0.00125

* net charge: -1
* E_HOMO: -3.70 eV
* energy relative to the best compared isomer or geometry (same formula, charge and spin): 1.2155 eV
* SMILES: O=C([O-])N(S)Cl
* E_tot: -1102.3487 hartree
* lowest unoccupied orbital energy: 3.5 eV

natural (NBO) population analysis, charges in e, atoms 1 to 5: -0.76 0.85 -0.73 -0.67 -0.02

Entry 2:
The following is a DFT calculation (ωB97M-V/def2-TZVPD) of a structure of composition C8I4O3 in a non-equilibrium geometry.

CARTESIAN COORDINATES (ANGSTROEM)
1 O 1.10975 -3.24750 1.25398
2 O -2.91452 -1.74588 2.22489
3 I 1.85125 1.86090 -1.72319
4 I -1.66124 2.45027 -2.14016
5 I 3.02761 -1.28686 -0.22930
6 I -3.82577 0.87180 0.64895
7 O -1.01997 -2.94934 1.99631
8 C 0.12551 -2.59595 1.45143
9 C -1.80848 -1.88774 1.81374
10 C 0.47060 0.46192 -0.76090
11 C -0.87916 0.84653 -0.70645
12 C 0.93788 -0.72413 -0.15470
13 C -1.72449 0.17150 0.21955
14 C 0.07157 -1.43376 0.60007
15 C -1.25535 -1.00477 0.84818

* net charge: 0
* E_HOMO: -9.09 eV
* energy relative to the best compared isomer or geometry (same formula, charge and spin): 0.4231 eV
* E_tot: -1721.2914 hartree
* lowest unoccupied orbital energy: -1.7 eV

natural (NBO) population analysis, charges in e, atoms 1 to 5: -0.49 -0.49 0.21 0.19 0.22

Entry 3:
The following is a DFT calculation (ωB97M-V/def2-TZVPD) of a structure of composition C32H20Cl2NO9PSV.

CARTESIAN COORDINATES (ANGSTROEM)
1 V -0.56233 -0.65903 0.47708
2 O -4.25960 -1.51094 0.65500
3 S -2.99534 -1.59052 0.03180
4 O -1.83806 -2.04952 0.93956
5 O -2.36840 -0.32573 -0.47018
6 C -3.02434 -2.73392 -1.28375
7 C -4.18904 -3.43798 -1.53570
8 C -4.18933 -4.36078 -2.57317
9 C -3.04062 -4.56844 -3.32055
10 C -1.87718 -3.85574 -3.05036
11 C -1.85894 -2.91999 -2.02715
12 P -0.34668 -1.98165 -1.65999
13 C 0.91395 -3.19108 -1.32544
14 C 0.55870 -4.29759 -0.53440
15 C 1.53466 -5.16903 -0.09682
16 C 2.86788 -4.95357 -0.44159
17 C 3.21889 -3.86902 -1.23306
18 C 2.25123 -2.97367 -1.66437
19 C 0.04609 -0.93791 -3.05779
20 C 0.62901 -1.50448 -4.19360
21 C 0.89048 -0.71097 -5.29775
22 C 0.57282 0.64034 -5.27169
23 C -0.01004 1.20318 -4.14516
24 C -0.27579 0.41722 -3.03639
25 H -5.06891 -3.26434 -0.93214
26 H -5.08799 -4.92081 -2.79081
27 H -3.04311 -5.29584 -4.12099
28 H -0.98523 -4.04165 -3.63475
29 H -0.47724 -4.46350 -0.25828
30 H 1.27986 -6.00698 0.53749
31 H 3.62431 -5.61914 -0.05170
32 H 4.25475 -3.70048 -1.49462
33 H 2.53876 -2.10392 -2.24032
34 H 0.89196 -2.55459 -4.21420
35 H 1.34753 -1.14638 -6.17578
36 H 0.78350 1.25867 -6.13388
37 H -0.25531 2.25616 -4.12803
38 H -0.73463 0.86582 -2.16416
39 Cl -1.66843 5.92458 4.02031
40 C -1.37326 4.43196 3.22066
41 C -2.41739 3.54838 3.01189
42 C -2.17998 2.35243 2.35332
43 Cl -3.47379 1.24862 2.10460
44 C -0.90052 2.03415 1.90196
45 O -0.71127 0.89230 1.20981
46 C 0.16307 2.91023 2.16602
47 C 1.58489 2.55964 1.92391
48 O 1.98310 1.44399 1.71764
49 C -0.08815 4.11248 2.80563
50 H -3.41567 3.78439 3.35193
51 H 2.27491 3.42142 1.91862
52 H 0.72940 4.79264 3.00773
53 O 3.70567 -5.14226 2.48919
54 C 3.13006 -4.63844 3.47546
55 O 3.06830 -4.92193 4.66634
56 C 2.27967 -3.44400 3.01879
57 C 0.95651 -3.30638 3.43488
58 C 0.11726 -2.43467 2.78359
59 N 0.56277 -1.65556 1.77560
60 C 1.89311 -1.68401 1.47218
61 C 2.76467 -2.55219 2.04922
62 C 2.24039 -0.79045 0.33973
63 O 3.29876 -0.51230 -0.10016
64 O 1.05209 -0.34962 -0.21665
65 H 0.59285 -3.92743 4.24257
66 H -0.93011 -2.35588 3.03422
67 H 3.79099 -2.60859 1.71232

* net charge: +1
* E_HOMO (alpha / beta): -10.63 / -10.63 eV
* energy relative to the best compared isomer or geometry (same formula, charge and spin): 0.4352 eV
* E_tot: -4567.0645 hartree
* lowest unoccupied orbital energy (alpha / beta): -6.2 / -6.2 eV

natural (NBO) population analysis, charges in e, atoms 1 to 5: 1.35 -0.84 2.39 -0.86 -0.87

Entry 4:
The following is a DFT calculation (ωB97M-V/def2-TZVPD) of a cluster of 12 separate species, C41H82O17 in total in a non-equilibrium geometry.

CARTESIAN COORDINATES (ANGSTROEM)
1 C 4.32777 3.39514 4.60336
2 C 3.48395 4.57475 4.32275
3 O 2.08597 4.28539 4.53525
4 C 1.46421 3.72959 3.47359
5 C -0.05526 3.58349 3.54965
6 O 2.12667 3.39585 2.52144
7 H 4.52001 3.22068 5.63270
8 H 5.26910 3.49709 4.07565
9 H 3.82716 2.46328 4.28578
10 H 3.70824 5.44571 4.92280
11 H 3.58419 4.83200 3.30239
12 H -0.33201 3.05208 4.48577
13 H -0.49127 3.11096 2.63063
14 H -0.53997 4.57449 3.71019
15 C -4.46619 -5.87283 -0.22027
16 C -5.62911 -4.88743 -0.35738
17 O -5.33187 -3.90011 -1.34858
18 C -5.13071 -2.59248 -0.91279
19 C -4.89789 -1.80711 -2.16354
20 O -5.13003 -2.24548 0.21128
21 H -4.67711 -6.68792 0.45207
22 H -3.51131 -5.41664 -0.04633
23 H -4.43845 -6.45538 -1.14562
24 H -6.56636 -5.46050 -0.58248
25 H -5.71381 -4.41684 0.68146
26 H -3.87795 -1.93344 -2.47695
27 H -5.12555 -0.75345 -1.95990
28 H -5.56234 -2.08652 -2.98240
29 C 0.35112 7.15665 0.10985
30 C 0.72103 5.77619 0.68243
31 O 1.23400 4.91087 -0.38020
32 C 0.37227 4.08050 -0.99499
33 C 1.21154 3.35035 -2.05315
34 O -0.71002 3.66939 -0.49256
35 H 1.15705 7.43272 -0.61116
36 H 0.23325 7.84444 0.91339
37 H -0.60703 7.02930 -0.43339
38 H 1.55676 5.90068 1.37600
39 H -0.06127 5.36523 1.31353
40 H 0.56735 2.75039 -2.66748
41 H 1.91681 2.66879 -1.66777
42 H 1.82099 4.03187 -2.68208
43 C -0.99834 -3.07968 2.22541
44 C -0.41664 -2.92803 3.54245
45 O -0.49560 -4.10956 4.37746
46 C -1.67636 -4.31805 5.10096
47 C -1.78857 -5.67767 5.64928
48 O -2.55383 -3.50022 5.04987
49 H -2.07941 -3.33878 2.22067
50 H -0.47044 -3.82770 1.58336
51 H -0.79349 -2.15544 1.71722
52 H 0.62902 -2.66891 3.52962
53 H -0.92506 -2.12986 4.13815
54 H -1.21686 -5.70786 6.58272
55 H -1.29215 -6.42755 4.91835
56 H -2.83071 -6.00887 5.87666
57 C 0.58697 -6.28948 0.92986
58 C 0.22761 -5.35281 -0.23055
59 O 0.86630 -5.77612 -1.44531
60 C 0.75583 -5.02154 -2.53386
61 C 1.03290 -5.78865 -3.77925
62 O 0.32613 -3.89750 -2.44889
63 H 0.32665 -7.33213 0.67749
64 H -0.07362 -6.02406 1.78342
65 H 1.62803 -6.19996 1.13860
66 H -0.84764 -5.30812 -0.35593
67 H 0.67630 -4.33690 -0.04385
68 H 0.19283 -6.45008 -4.05999
69 H 1.87522 -6.48760 -3.60664
70 H 1.31044 -5.14420 -4.60920
71 C -1.44323 0.38459 -5.56551
72 C -0.69479 1.58835 -5.04859
73 C -1.37779 2.93296 -5.23202
74 O 0.36683 1.44839 -4.46629
75 H -1.54790 0.35720 -6.60849
76 H -2.46097 0.22465 -5.15360
77 H -0.86909 -0.49717 -5.26243
78 H -1.99400 3.17253 -4.34542
79 H -1.95990 2.88689 -6.13405
80 H -0.56923 3.64534 -5.33557
81 C -3.62640 2.42755 -1.37144
82 C -4.41103 1.93251 -2.56427
83 C -5.91520 2.28442 -2.71206
84 O -3.88912 1.19360 -3.33793
85 H -4.20175 3.27389 -1.01244
86 H -2.58936 2.67700 -1.62324
87 H -3.56984 1.56075 -0.64099
88 H -6.55308 1.48410 -2.30010
89 H -6.10917 2.36176 -3.81608
90 H -6.06418 3.20446 -2.17517
91 C 3.70617 -1.48710 2.43985
92 C 3.41218 -2.28362 1.15782
93 C 4.19439 -1.88797 -0.07315
94 O 2.66479 -3.24756 1.16309
95 H 3.67339 -0.37856 2.26222
96 H 4.71596 -1.77605 2.74940
97 H 2.93253 -1.85780 3.10307
98 H 4.72430 -0.98379 -0.11539
99 H 3.46484 -1.92602 -0.94047
100 H 4.92860 -2.70641 -0.19439
101 C 4.09283 0.57897 -4.07665
102 C 3.01373 -0.16361 -3.32738
103 C 2.21955 -1.23448 -4.06254
104 O 2.80364 0.07754 -2.18623
105 H 4.38914 0.28201 -5.07070
106 H 4.94100 0.45518 -3.40193
107 H 3.63252 1.59431 -4.04213
108 H 2.96720 -2.14637 -4.10190
109 H 2.03364 -0.90768 -5.04466
110 H 1.30475 -1.56082 -3.62753
111 C 7.54441 3.39761 -0.31597
112 C 6.76726 2.16094 -0.58362
113 C 5.62503 1.75907 0.35244
114 O 7.08101 1.43415 -1.51873
115 H 8.16990 3.53451 -1.16955
116 H 8.15295 3.23233 0.57543
117 H 6.90547 4.18115 -0.00645
118 H 4.75093 1.55187 -0.21514
119 H 5.46275 2.51991 1.08267
120 H 6.04626 0.91197 0.88113
121 C -3.81878 2.25936 4.17705
122 C -4.40726 2.59046 2.86192
123 C -4.49413 1.48060 1.86838
124 O -4.76062 3.73368 2.55951
125 H -2.79241 1.85350 3.95650
126 H -4.35407 1.46035 4.77818
127 H -3.75064 3.18571 4.73133
128 H -5.24323 0.75163 2.27684
129 H -3.61187 0.96655 1.60974
130 H -4.94606 1.79077 0.93354
131 C 0.90122 0.58783 0.84770
132 C -0.49483 0.37870 0.37312
133 C -0.60034 -0.03749 -1.08497
134 O -1.43682 0.41981 1.15207
135 H 1.09148 0.01361 1.76315
136 H 1.08461 1.65166 1.09506
137 H 1.65434 0.39966 0.07766
138 H 0.13338 -0.82736 -1.29949
139 H -0.11912 0.69336 -1.76995
140 H -1.53627 -0.34424 -1.43534

* net charge: 0
* E_HOMO: -9.12 eV
* energy relative to the best compared isomer or geometry (same formula, charge and spin): 1.5866 eV
* SMILES: CCOC(C)=O.CCOC(C)=O.CCOC(C)=O.CCOC(C)=O.CCOC(C)=O.CC(C)=O.CC(C)=O.CC(C)=O.CC(C)=O.CC(C)=O.CC(C)=O.CC(C)=O
* E_tot: -2890.4463 hartree
* lowest unoccupied orbital energy: 0.5 eV

Mulliken population analysis, charges in e, atoms 1 to 5: -0.95 -0.15 -0.41 0.70 -1.08